a | Here is a gas-phase ion, CH5N2S (charge +1) from OMol25. Energies are from the ωB97M-V functional and the def2-TZVPD basis.

The geometry in ORCA input format:
```
! wB97M-V def2-TZVPD RIJCOSX def2/J DEFGRID3
* xyz 1 1
H 0.63863 0.13990 -1.04173
H 0.36062 -1.42872 -1.06063
H 1.36584 -0.79739 0.38888
H -0.58429 -0.13270 1.59293
H -1.66364 1.72228 0.40336
S -2.33807 -0.32866 -0.09994
N -1.23595 1.05143 -0.22213
N 0.54330 -0.61630 -0.32038
C -0.69650 -0.02644 0.52166
*
```

The calculation puts the LUMO energy at -0.14919 Eh. Its SMILES is [NH3+][C@H]1NS1. The value obtained for the HOMO energy is -13.975 eV.

b | Here is a gas-phase ion, CH5N2S (charge +1) from OMol25. Energies are from the ωB97M-V functional and the def2-TZVPD basis.

The geometry in ORCA input format:
```
! wB97M-V def2-TZVPD RIJCOSX def2/J DEFGRID3
* xyz 1 1
N 0.85339 -0.99494 -0.86477
H -0.61334 -0.27848 1.11096
H -1.89664 1.29743 1.58663
H 1.01070 -1.91181 -0.41663
H -0.12661 1.66420 -1.06101
S -1.49277 2.18054 0.68817
H 1.80186 -0.61921 -0.90933
N -0.42956 1.21198 -0.11031
C -0.12147 0.00244 0.26573
*
```

The calculation puts the LUMO energy at -0.20095 Eh. Its SMILES is N/C=[NH+]/S. The value obtained for the HOMO energy is -14.789 eV.

Stability ranking, top and bottom: a is the most stable and b is the least stable.

a | Here is a molecular structure, C4H8N2 from OMol25. Energies are from the ωB97M-V functional and the def2-TZVPD basis.

The geometry in ORCA input format:
```
! wB97M-V def2-TZVPD RIJCOSX def2/J DEFGRID3
* xyz 0 1
N 0.05674 2.02540 0.37959
H 2.96603 -0.85974 -0.01673
C -1.52112 0.73822 -0.29198
H -1.22093 -1.12337 0.83578
C 0.77076 1.10343 0.61518
H 1.95078 -0.32464 -1.17858
C -0.99374 -0.58997 -0.07936
C 1.15531 -0.21822 0.67890
H -1.47874 1.18430 -1.27783
H -2.20517 1.16718 0.42984
H -2.17569 -0.44531 -0.57615
H 1.20116 -0.68303 1.66073
H -0.49668 -1.13469 -0.87467
N 1.99131 -0.83957 -0.30469
*
```

The calculation puts the LUMO energy at 0.03357 Eh. The value obtained for the HOMO energy is -7.452 eV.

b | Here is C4H8N2 in the gas phase from OMol25. Energies are from the ωB97M-V functional and the def2-TZVPD basis.

The geometry in ORCA input format:
```
! wB97M-V def2-TZVPD RIJCOSX def2/J DEFGRID3
* xyz 0 1
H 0.48107 1.69340 0.90556
N 1.43625 -0.13961 0.33395
H -2.64963 -1.35345 -0.93240
C -1.75364 -1.21110 -0.33802
H 1.28180 1.67681 -0.67634
H -1.12474 0.05340 1.14573
H -0.64988 0.10948 -1.75160
H -1.44620 -2.06350 0.26745
C 1.34984 1.32553 0.35479
N -1.54165 0.13149 0.21939
H 2.26596 1.71524 0.80112
C 0.69716 -1.00707 -0.31385
C -0.60872 -0.40570 -0.78823
H 2.26239 -0.52492 0.77246
*
```

The calculation puts the LUMO energy at 0.03198 Eh. The value obtained for the HOMO energy is -7.923 eV.

Stability ranking, top and bottom: b is the most stable and a is the least stable.